{"formula": "C5H8O", "method": "ωB97M-V/def2-TZVPD", "multiplicity": 1, "total_charge": 0, "gap_ev": 10.3150, "smiles": "C/C=C\\CC=O", "e_homo_ev": -9.356, "e_lumo_ev": 1.0, "symbols": ["C", "C", "C", "C", "C", "O", "H", "H", "H", "H", "H", "H", "H", "H"], "coordinates": [[-1.52755, -0.97786, -0.55521], [-0.52949, -0.05713, -1.18610], [0.41976, 0.67553, -0.62298], [0.52266, 0.92227, 0.84253], [1.63110, -0.00387, 1.21981], [2.75724, 0.32963, 1.49172], [-1.18853, -2.01544, -0.52061], [-1.82565, -0.74165, 0.46070], [-2.42787, -0.98853, -1.15519], [-0.63929, 0.08553, -2.24498], [1.12651, 1.21026, -1.25390], [-0.40807, 0.65714, 1.36492], [0.74722, 1.98166, 1.01068], [1.34195, -1.07754, 1.14859]], "mulliken_charge": [-1.190, 0.007, -0.524, -0.415, 0.070, -0.479, 0.256, 0.359, 0.346, 0.369, 0.369, 0.249, 0.274, 0.309]}

{"formula": "C12H30AlN2O4", "method": "ωB97M-V/def2-TZVPD", "multiplicity": 1, "total_charge": 3, "gap_ev": 4.4647, "e_homo_ev": -19.984, "e_lumo_ev": -15.5, "symbols": ["Al", "C", "O", "C", "C", "N", "C", "C", "O", "C", "H", "H", "H", "H", "H", "H", "H", "H", "H", "H", "H", "H", "H", "H", "H", "C", "O", "C", "C", "N", "C", "C", "O", "C", "H", "H", "H", "H", "H", "H", "H", "H", "H", "H", "H", "H", "H", "H", "H"], "coordinates": [[-0.77086, 0.80212, 0.12285], [0.17998, 3.18973, 2.97245], [0.46898, 1.94469, 2.37450], [1.84289, 1.82524, 2.02948], [2.14873, 0.44594, 1.30716], [1.45637, -0.00256, 0.06374], [1.97095, 0.80997, -1.03182], [1.44386, 0.35357, -2.46640], [0.05169, 0.45177, -2.60042], [-0.32482, 0.04141, -3.94596], [0.80114, 3.33708, 3.85593], [-0.80576, 3.35633, 3.40681], [0.48582, 4.05225, 2.38032], [2.40280, 1.99115, 2.94984], [2.03863, 2.63808, 1.33014], [1.96590, -0.38704, 1.98600], [3.20027, 0.39690, 1.02446], [1.87872, -0.91455, -0.03625], [3.04607, 0.63603, -0.98769], [1.77184, 1.85953, -0.81530], [1.80453, -0.63549, -2.74882], [1.75569, 1.02034, -3.27032], [-0.25775, 0.80725, -4.71869], [-1.37408, -0.21976, -3.80819], [0.23429, -0.79660, -4.36218], [0.09863, 0.07920, 3.58266], [-0.29915, -0.37518, 2.32395], [-0.27813, -1.79020, 2.20901], [-0.84707, -2.33499, 0.88280], [-0.20442, -1.65862, -0.28520], [-0.61302, -2.02699, -1.60123], [-2.00703, -1.50552, -1.86655], [-1.98489, -0.12014, -2.05278], [-3.33828, 0.42162, -2.23631], [-0.34820, 1.02536, 3.88799], [1.16295, 0.29714, 3.49415], [-0.16011, -0.65285, 4.34768], [-1.00918, -2.14526, 2.93537], [0.66861, -2.25650, 2.48169], [-1.91746, -2.12917, 0.88451], [-0.77093, -3.42216, 0.90176], [0.74468, -1.94841, -0.09722], [-0.38079, -3.09195, -1.60728], [0.08203, -1.58137, -2.31287], [-2.71395, -1.68770, -1.05713], [-2.33869, -2.07254, -2.73638], [-3.51456, 1.36386, -1.71745], [-4.19816, -0.24098, -2.13806], [-3.24875, 0.85005, -3.23457]], "mulliken_charge": [1.078, -0.902, 0.000, -1.176, -1.199, -0.037, -1.006, -0.889, -0.253, -0.815, 0.356, 0.393, 0.371, 0.502, 0.511, 0.565, 0.782, 0.489, 0.545, 0.423, 0.545, 0.561, 0.351, 0.240, 0.414, -0.798, -0.176, -0.719, -0.901, 0.186, -0.533, -0.918, -0.020, -0.910, 0.200, 0.285, 0.506, 0.638, 0.399, 0.363, 0.369, 0.357, 0.584, 0.047, 0.689, 0.426, 0.353, 0.412, 0.310]}

{"formula": "C4H7NO4S2", "method": "ωB97M-V/def2-TZVPD", "multiplicity": 3, "total_charge": 0, "gap_ev": [7.5982, 6.2343], "e_homo_ev": [-6.937, -9.412], "e_lumo_ev": [0.7, -3.2], "symbols": ["C", "C", "C", "C", "N", "O", "O", "O", "O", "S", "S", "H", "H", "H", "H", "H", "H", "H"], "coordinates": [[-0.67363, 0.62884, -1.21716], [-0.33366, -1.47548, -0.02628], [0.16164, -0.57173, -0.86070], [1.58551, -0.58489, -1.30971], [0.87297, 0.40042, 2.33207], [1.10894, 2.16710, 0.70557], [-2.44387, 0.38559, 1.99780], [-1.44203, 1.02944, -0.09826], [-1.61476, -1.44324, 0.45193], [0.24028, 1.65882, 1.74759], [-2.49014, -0.02960, 0.62827], [-0.02518, 1.47814, -1.44625], [-1.33153, 0.43704, -2.07642], [0.22693, -2.32117, 0.34472], [0.31896, -0.02214, 3.06306], [1.65512, -0.63297, -2.39314], [2.11410, -1.43346, -0.87709], [2.07035, 0.32926, -0.96601]], "mulliken_spin": [-0.003, -0.007, 0.031, -0.002, 0.786, 0.387, 0.008, 0.023, -0.003, 0.783, -0.001, -0.003, 0.006, 0.009, -0.017, -0.001, 0.000, 0.004]}

{"formula": "C3H6FN", "method": "ωB97M-V/def2-TZVPD", "multiplicity": 1, "total_charge": 0, "gap_ev": 9.3367, "e_homo_ev": -9.389, "e_lumo_ev": -0.1, "symbols": ["C", "C", "C", "N", "F", "H", "H", "H", "H", "H", "H"], "coordinates": [[-2.30897, -1.65834, -0.25031], [1.20468, 0.28580, -0.20399], [-0.27319, 0.32175, -0.33475], [-1.06600, -1.74767, -0.36523], [-3.09582, -2.80717, -0.23879], [-3.03910, -0.75845, -0.05642], [1.54040, 1.31089, 0.21399], [1.53620, -0.38221, 0.55478], [1.81767, -0.21025, -1.03021], [-0.57829, 0.60098, -1.26441], [-1.00998, 0.60241, 0.49483]], "mulliken_charge": [0.189, -0.893, -0.301, -0.500, -0.222, 0.196, 0.285, 0.312, 0.290, 0.349, 0.296]}

{"formula": "C34H39ClIrN5O4SSi", "method": "ωB97M-V/def2-TZVPD", "multiplicity": 2, "total_charge": -1, "gap_ev": [6.0112, 6.8148], "e_homo_ev": [-3.677, -4.579], "e_lumo_ev": [2.3, 2.2], "symbols": ["Ir", "C", "C", "N", "N", "C", "N", "S", "C", "C", "C", "C", "C", "N", "H", "H", "H", "H", "H", "H", "H", "H", "H", "H", "C", "Si", "C", "N", "C", "C", "C", "C", "C", "C", "C", "C", "C", "C", "C", "C", "C", "C", "C", "C", "C", "H", "H", "H", "H", "H", "H", "H", "H", "H", "H", "H", "H", "H", "H", "H", "H", "H", "H", "H", "H", "H", "H", "H", "H", "C", "C", "C", "C", "C", "C", "C", "H", "H", "H", "H", "H", "O", "Cl", "O", "O", "O"], "coordinates": [[-0.44350, 1.37136, -0.28879], [-4.56593, 0.79650, -1.57472], [-3.08493, 0.95445, -1.43645], [-2.45345, 1.18509, -0.28660], [-3.32773, 1.36547, 0.81939], [-2.67204, 1.30462, 2.06091], [-3.36708, 0.62305, 3.04896], [-1.54911, 2.55760, 2.53377], [-2.23394, 0.89354, -2.57985], [-2.69587, 0.73781, -3.89684], [-1.79568, 0.77467, -4.93235], [-0.44255, 0.98695, -4.64891], [-0.05113, 1.11848, -3.33915], [-0.90808, 1.02908, -2.31138], [-5.03684, 0.67165, -0.60353], [-4.80742, -0.07827, -2.18346], [-5.00277, 1.67160, -2.06517], [-3.78209, 2.26905, 0.68599], [-4.36939, 0.57795, 2.93198], [-3.06917, 0.80981, 3.99373], [-3.75355, 0.62468, -4.08620], [-2.13568, 0.67300, -5.95503], [0.29376, 1.07431, -5.43508], [0.97664, 1.31837, -3.07520], [1.47294, 0.47516, -0.48064], [1.67412, -1.19508, 0.27019], [0.50850, -2.42212, -0.60725], [-0.87265, -1.95985, -0.66471], [-1.58603, -2.08866, 0.61622], [-2.86551, -2.91367, 0.49574], [-2.58643, -4.21317, -0.25757], [-2.02937, -3.92926, -1.66994], [-1.63422, -2.45389, -1.79677], [3.42707, -1.84265, -0.12150], [3.75431, -2.23272, -1.42407], [5.04361, -2.60903, -1.77482], [6.05302, -2.59760, -0.82277], [5.75989, -2.20257, 0.47439], [4.46536, -1.83132, 0.81376], [1.46226, -1.42702, 2.13776], [0.82039, -0.49553, 2.95371], [0.63373, -0.72702, 4.31070], [1.07630, -1.90982, 4.88336], [1.70633, -2.85985, 4.08932], [1.89602, -2.61557, 2.73665], [1.63726, 0.22341, -1.54148], [2.28638, 1.16576, -0.24494], [0.60718, -3.42573, -0.14927], [0.87651, -2.52265, -1.63433], [-1.80083, -1.09883, 1.02810], [-0.92936, -2.58915, 1.33785], [-3.64423, -2.33886, -0.01605], [-3.24423, -3.11889, 1.49959], [-3.48931, -4.82559, -0.31525], [-1.85624, -4.78950, 0.31910], [-2.76765, -4.17437, -2.43939], [-1.15694, -4.55839, -1.86352], [-2.53359, -1.83957, -1.89864], [-1.05228, -2.28154, -2.70567], [2.98894, -2.23682, -2.19348], [5.26212, -2.90473, -2.79423], [7.06115, -2.88944, -1.09149], [6.54176, -2.18012, 1.22453], [4.26154, -1.52228, 1.83333], [0.44205, 0.41526, 2.51026], [0.13830, 0.02331, 4.91645], [0.93107, -2.09405, 5.94140], [2.05034, -3.79089, 4.52464], [2.39270, -3.37007, 2.13407], [-0.32106, 2.36544, 1.28733], [0.70035, 3.43150, 1.49761], [0.34871, 4.78231, 1.50516], [1.31372, 5.75683, 1.69839], [2.63741, 5.39873, 1.91184], [2.99312, 4.05725, 1.91914], [2.03339, 3.08110, 1.70333], [-0.67241, 5.06899, 1.28860], [1.03029, 6.80117, 1.66542], [3.39092, 6.16295, 2.05847], [4.02376, 3.76590, 2.08181], [2.30945, 2.03520, 1.72480], [-0.07515, 5.91295, -1.93397], [-0.54024, 4.55852, -2.05503], [-0.87878, 4.26937, -3.42773], [0.50758, 3.64890, -1.62386], [-1.70582, 4.36717, -1.22063]], "mulliken_spin": [-0.500, -0.020, 0.125, 0.120, -0.085, 0.705, 0.152, 0.031, 0.077, 0.059, 0.004, 0.054, -0.002, 0.100, 0.001, 0.002, 0.011, 0.034, 0.016, -0.002, 0.009, 0.001, 0.004, 0.008, 0.024, -0.008, 0.003, 0.003, -0.061, 0.000, 0.003, -0.001, 0.001, -0.001, 0.002, 0.000, 0.000, 0.000, 0.001, -0.006, 0.001, 0.008, -0.001, 0.000, -0.001, 0.007, 0.001, 0.000, 0.000, 0.050, -0.010, 0.000, 0.000, 0.000, 0.000, -0.001, 0.000, -0.002, 0.001, 0.000, 0.000, 0.000, 0.000, 0.000, -0.024, 0.001, 0.000, 0.000, 0.000, 0.064, 0.024, 0.001, 0.004, 0.002, 0.002, 0.000, 0.005, 0.000, 0.000, 0.000, 0.004, -0.002, -0.001, 0.000, -0.004, 0.003]}

{"formula": "C8H15IN2O", "method": "ωB97M-V/def2-TZVPD", "multiplicity": 1, "total_charge": 0, "gap_ev": 6.0655, "e_homo_ev": -5.991, "e_lumo_ev": 0.1, "symbols": ["I", "C", "C", "C", "N", "C", "C", "N", "C", "H", "H", "H", "H", "H", "H", "H", "H", "H", "H", "C", "C", "O", "H", "H", "H", "H", "H"], "coordinates": [[-3.44154, -0.22892, 1.26700], [-2.35040, -0.75576, -0.50327], [-1.97561, 0.54356, -1.27811], [-1.03352, 0.24095, -2.47368], [0.37891, 0.12339, -2.09295], [1.33931, 0.05339, -3.08818], [2.55539, -0.01828, -2.46153], [2.25065, 0.02038, -1.11271], [0.94940, 0.09567, -0.89458], [-1.41096, -1.23993, -0.20621], [-2.97666, -1.36857, -1.16197], [-2.88589, 1.00642, -1.68802], [-1.49474, 1.29329, -0.62734], [-1.09658, 1.11541, -3.14846], [-1.38190, -0.60691, -3.08878], [1.16496, 0.05315, -4.16101], [3.53915, -0.09720, -2.91493], [2.97326, 0.00582, -0.40408], [0.40053, 0.14213, 0.07751], [0.04785, -0.29779, 4.23095], [1.09714, 0.21714, 3.22610], [0.51496, 0.37977, 2.01370], [-0.36146, -1.26321, 3.92190], [0.50268, -0.43514, 5.22299], [-0.77713, 0.40979, 4.34409], [1.93980, -0.51074, 3.29568], [1.53239, 1.12219, 3.70589]], "mulliken_charge": [0.049, -0.941, -0.981, -0.544, 0.177, -0.334, -0.481, 0.029, -0.133, 0.436, 0.476, 0.458, 0.490, 0.378, 0.332, 0.408, 0.375, 0.254, 0.508, -0.987, -0.474, -0.758, 0.233, 0.373, 0.214, 0.225, 0.218]}

Across the entries above, energy relative to the best compared isomer or geometry (same formula, charge and spin) takes the values 123.3, 937.9, 0.0, 260.2, 142.7, 0.0 kJ/mol, respectively.